A 5-piece molecular cluster, C35H55Br3IN8OS overall. Source: the Open Molecules 2025 dataset; level of theory: the ωB97M-V functional and the def2-TZVPD basis.

Each line ends with the Löwdin charge.
CARTESIAN COORDINATES (ANGSTROEM)
C1 3.80175 -3.60984 2.55568  -0.159
C2 3.95951 -2.76738 1.19357  -0.507
S1 2.67972 -3.26245 -0.05100  0.823
C3 0.99636 -2.75513 0.51081  -0.390
N1 0.37805 -1.64263 -0.27110  -0.046
C4 0.26444 -1.61851 -1.74901  -0.615
Br1 1.82718 -1.43741 -2.95673  0.709
C5 -1.00186 -1.71126 -2.38065  -0.608
C6 -2.37022 -1.88554 -1.61159  -0.097
Br2 -1.09721 -1.62644 -4.36749  0.749
C7 -0.16010 -0.60681 0.36944  -0.132
N2 -0.19505 -0.38709 1.82419  0.069
C8 -1.39756 0.49451 2.22565  -0.753
N3 -0.74025 1.55661 3.01220  0.021
I1 -2.64126 -0.82021 3.48301  0.988
C9 -1.93613 0.80715 0.75241  -0.285
C10 -2.97228 1.98182 0.49197  -0.547
Br3 -2.42154 3.75480 1.19133  0.762
C11 -4.36248 1.59930 1.24703  -0.260
C12 -4.44478 2.23305 2.73823  -0.218
N4 -0.83265 0.59173 -0.25242  -0.018
O1 -0.15033 1.78502 -0.12019  -0.162
C13 1.01143 1.86937 -0.98812  -0.123
C14 2.19160 2.49746 -0.07603  -0.320
C15 3.56678 2.25194 -0.83780  -0.067
C16 1.80495 4.02480 0.14009  -0.152
C17 2.58438 4.77693 1.31368  -0.376
C18 1.47955 5.69738 2.06372  -0.099
C19 3.19856 3.83200 2.44023  -0.098
H1 4.21403 -4.66936 2.42183  0.087
H2 2.73513 -3.62402 2.93582  0.064
H3 4.50827 -3.12169 3.31628  0.072
H4 4.97959 -3.06659 0.77000  0.095
H5 3.89428 -1.65005 1.38678  0.075
H6 1.03895 -2.57605 1.62655  0.099
H7 0.31729 -3.66654 0.35914  0.102
H8 -2.21698 -2.07778 -0.50220  0.082
H9 -2.90159 -2.77870 -2.07688  0.082
H10 -2.94345 -0.91347 -1.70372  0.088
H11 -0.57978 -1.31448 2.11509  0.022
H12 -0.00795 1.11838 3.59368  0.087
H13 -0.26364 2.21867 2.37931  0.047
H14 -2.58109 -0.12306 0.54422  0.111
H15 -3.21651 2.12505 -0.60647  0.101
H16 -5.21380 2.09768 0.67486  0.105
H17 -4.50066 0.48262 1.36829  0.073
H18 -3.49119 2.09504 3.33133  0.020
H19 -5.24170 1.60750 3.28039  0.080
H20 -4.83228 3.29456 2.73289  0.062
H21 1.36354 0.88003 -1.41208  0.071
H22 0.76542 2.57403 -1.85678  0.152
H23 2.17899 1.86748 0.87574  0.124
H24 3.68893 1.12983 -1.02346  0.075
H25 4.45055 2.56159 -0.19811  0.082
H26 3.59996 2.75271 -1.85376  0.093
H27 2.00811 4.54856 -0.86169  0.134
H28 0.68618 4.14833 0.31965  0.084
H29 3.37613 5.46310 0.87389  0.133
H30 1.94247 6.46894 2.74825  0.083
H31 0.81031 4.95557 2.63093  0.078
H32 0.79171 6.15917 1.27262  0.083
H33 4.18636 3.35269 2.16400  0.076
H34 2.41198 3.02595 2.66074  0.067
H35 3.27590 4.42981 3.41453  0.090
N5 -2.13496 -5.48421 -1.22385  -0.007
C20 -3.47348 -5.74348 -1.35478  -0.144
C21 -3.85700 -6.53153 -0.29811  -0.100
C22 -2.70927 -6.75178 0.50359  -0.102
C23 -1.66235 -6.09163 -0.09011  -0.151
H36 -1.58403 -4.93326 -1.86074  0.131
H37 -4.03513 -5.34735 -2.18688  0.107
H38 -4.85314 -6.90723 -0.12085  0.097
H39 -2.65569 -7.32907 1.41408  0.096
H40 -0.62472 -6.00296 0.19417  0.097
N6 7.01610 -0.93610 5.55529  0.007
C24 6.28186 -0.72026 6.69043  -0.131
C25 5.02560 -0.31576 6.31213  -0.112
C26 4.99929 -0.29216 4.89545  -0.131
C27 6.24087 -0.68250 4.45665  -0.157
H41 7.97647 -1.23544 5.53247  0.149
H42 6.71585 -0.87115 7.66644  0.111
H43 4.21557 -0.06581 6.98032  0.092
H44 4.16433 -0.02021 4.26664  0.080
H45 6.63859 -0.79992 3.46024  0.103
N7 1.09276 0.03013 -6.42492  -0.020
C28 2.25384 0.34902 -7.07710  -0.139
C29 2.00425 0.31718 -8.42669  -0.104
C30 0.64067 -0.02806 -8.59605  -0.103
C31 0.10261 -0.19639 -7.34449  -0.172
H46 0.98357 -0.02800 -5.42645  0.045
H47 3.15513 0.56899 -6.52604  0.105
H48 2.72284 0.52102 -9.20581  0.095
H49 0.11159 -0.14018 -9.53017  0.095
H50 -0.89602 -0.45805 -7.02977  0.069
N8 -7.59396 0.54094 -2.24946  0.011
C32 -6.57545 0.02623 -3.00510  -0.140
C33 -5.57114 0.96169 -3.05491  -0.124
C34 -5.99878 2.08012 -2.29570  -0.129
C35 -7.24918 1.79015 -1.80877  -0.138
H51 -8.46197 0.07313 -2.04842  0.149
H52 -6.65354 -0.95710 -3.44227  0.107
H53 -4.63279 0.85315 -3.57869  0.086
H54 -5.45146 2.99546 -2.12464  0.093
H55 -7.92172 2.36367 -1.18992  0.111

Force components x, y, z for each atom (eV/Å):
1.1 0.4 -0.2
-0.2 -0.3 1.6
0.0 -0.1 -0.3
0.2 -1.9 0.7
-0.7 2.5 0.0
-2.3 -0.6 -2.4
-0.9 -0.1 1.7
1.8 0.0 1.6
0.8 0.0 -0.6
-0.3 -0.2 2.3
0.3 2.5 2.3
-1.7 -4.1 -3.2
3.1 1.5 -0.9
-0.8 -0.4 -0.5
0.3 0.7 -0.5
-2.5 -1.5 -0.4
-1.0 -0.8 0.4
0.2 -0.5 -0.8
0.3 1.6 1.0
-1.1 -1.3 0.0
-1.7 -1.3 0.8
2.3 0.1 -0.3
1.5 1.1 -0.1
-0.9 -0.5 -1.3
-0.1 -0.5 0.4
0.6 -0.1 -0.1
-0.7 0.7 0.7
-0.1 -1.0 -0.9
-0.9 0.2 0.1
-0.9 1.4 0.0
1.3 0.0 -0.4
-1.3 -0.6 -0.8
-1.6 0.7 0.1
0.3 -1.4 -0.3
-0.2 0.3 -1.4
0.9 1.3 0.1
0.0 0.0 -1.4
0.4 1.4 0.7
0.4 -1.3 -0.2
1.4 0.3 0.6
-0.7 0.3 -0.3
-0.5 -0.4 0.3
0.7 1.2 0.4
0.8 -0.3 1.3
1.1 -1.1 0.5
0.1 1.3 -0.6
-1.1 0.5 -0.8
1.0 0.9 -0.7
0.8 -1.2 0.0
-0.8 0.9 0.7
0.3 -1.0 1.1
0.1 1.0 -1.1
-0.2 1.4 0.2
-1.1 -0.1 -0.9
0.0 -0.4 1.3
-0.3 -0.7 1.4
1.3 -0.5 -0.1
-0.8 -1.0 0.6
-0.7 -0.9 -0.8
0.9 1.2 -0.5
1.1 -0.2 1.2
-1.2 0.5 0.4
1.2 0.9 -0.2
0.2 -0.8 -1.4
0.0 0.1 0.0
-0.1 0.0 0.0
-0.1 0.1 -0.2
0.2 0.1 0.1
0.1 0.0 0.1
0.0 -0.2 0.0
0.0 -0.1 0.0
0.1 0.0 0.0
0.0 0.0 -0.1
0.0 -0.1 0.0
-0.2 0.0 0.0
0.0 0.0 0.0
0.1 -0.1 0.2
0.1 -0.1 -0.2
0.0 0.0 -0.1
-0.1 0.0 0.0
-0.1 0.0 -0.1
0.1 0.0 0.0
0.1 0.0 0.0
0.0 0.1 0.1
0.0 0.1 -0.1
0.0 0.0 0.0
0.2 0.1 0.1
-0.2 -0.1 0.1
0.0 -0.1 0.0
0.0 0.0 -0.1
0.0 0.0 -0.1
-0.1 0.0 0.1
0.0 0.0 0.1
0.0 0.1 -0.1
0.2 0.0 0.0
0.0 -0.1 0.0
0.1 -0.3 0.0
-0.1 0.1 0.2
-0.1 0.0 0.0
0.1 0.1 0.0
0.0 0.1 0.0
-0.1 0.0 0.0
-0.1 0.0 0.0
0.1 0.0 -0.1

Charge = +1
HOMO-LUMO gap = 5.8 eV
HOMO = -9.950 eV

---

C35H57BN8PSV as an isolated structure. Source: the Open Molecules 2025 dataset; level of theory: the ωB97M-V functional and the def2-TZVPD basis.

Each line ends with the Löwdin charge.
CARTESIAN COORDINATES (ANGSTROEM)
V1 -0.21304 -0.05279 0.30283  0.609
C1 -2.24338 -2.91628 -3.68558  -0.010
C2 -1.78157 -1.61572 -3.10370  -0.251
C3 -1.79098 -0.36038 -3.66727  0.034
C4 -1.25014 0.50618 -2.70050  -0.218
N1 -0.93074 -0.18829 -1.60435  0.015
N2 -1.25982 -1.50707 -1.86743  0.047
B1 -1.13287 -2.63259 -0.77894  -0.468
N3 -2.05218 -2.21065 0.40780  0.038
N4 -2.03747 -0.88696 0.73931  -0.017
C5 -3.14853 -0.63436 1.42322  -0.243
C6 -3.88749 -1.82219 1.56158  0.044
C7 -3.15885 -2.79702 0.90287  -0.257
C8 -3.44468 -4.25241 0.72087  -0.003
C9 -3.51112 0.76149 1.85908  -0.527
C10 -3.73596 0.80866 3.37574  -0.022
C11 -4.80546 1.16378 1.14383  -0.030
C12 -2.39516 1.72956 1.45153  -0.050
N5 0.36464 -2.70047 -0.34391  0.037
N6 1.05540 -1.51079 -0.36456  0.000
C13 2.34481 -1.81347 -0.56284  -0.209
C14 2.48327 -3.21407 -0.61724  0.033
C15 1.22035 -3.73723 -0.46891  -0.269
C16 0.76343 -5.15988 -0.43737  -0.004
C17 3.41823 -0.78483 -0.85949  -0.524
C18 2.77382 0.48255 -1.42136  -0.064
C19 4.35254 -1.37369 -1.92635  -0.045
C20 4.23537 -0.44094 0.39198  -0.026
C21 -1.09413 2.00096 -2.87780  -0.536
C22 -2.49730 2.61923 -2.97438  -0.032
C23 -0.32758 2.67136 -1.74017  -0.065
C24 -0.33449 2.26005 -4.18896  -0.036
H1 -2.59862 -2.75158 -4.69970  0.084
H2 -3.05904 -3.34865 -3.10283  0.083
H3 -1.43599 -3.64920 -3.71857  0.087
H4 -2.14400 -0.10994 -4.65850  0.120
H5 -1.48938 -3.69027 -1.22553  0.118
H6 -4.83552 -1.95740 2.06584  0.123
H7 -4.24965 -4.55307 1.38856  0.086
H8 -2.56418 -4.85916 0.94334  0.082
H9 -3.74972 -4.47740 -0.30505  0.087
H10 -4.53490 0.12666 3.67364  0.090
H11 -4.02008 1.81920 3.68482  0.095
H12 -2.83384 0.52710 3.91808  0.058
H13 -5.64046 0.52766 1.45140  0.090
H14 -4.69299 1.07658 0.05913  0.091
H15 -5.05979 2.20194 1.38528  0.094
H16 -1.41608 1.41865 1.84172  0.018
H17 -2.58119 2.72817 1.85240  0.107
H18 -2.34441 1.81118 0.36256  0.066
H19 3.39869 -3.77597 -0.74995  0.122
H20 1.62468 -5.82461 -0.43659  0.086
H21 0.14269 -5.40334 -1.30315  0.083
H22 0.17169 -5.36122 0.45774  0.084
H23 2.18913 0.26672 -2.31822  0.090
H24 3.54505 1.21890 -1.66787  0.100
H25 2.12735 0.95279 -0.68332  -0.016
H26 3.79600 -1.70324 -2.81174  0.097
H27 4.91733 -2.22837 -1.53570  0.084
H28 5.07559 -0.61076 -2.23454  0.091
H29 3.62370 0.05971 1.14447  0.053
H30 5.05663 0.23148 0.12161  0.098
H31 4.66233 -1.34227 0.84230  0.084
H32 -3.07519 2.44088 -2.06047  0.081
H33 -3.05659 2.19417 -3.81161  0.087
H34 -2.42063 3.70150 -3.12804  0.090
H35 -0.70737 2.40871 -0.75408  0.034
H36 -0.42012 3.75878 -1.83389  0.092
H37 0.73462 2.41833 -1.77163  0.064
H38 -0.88843 1.88755 -5.05535  0.084
H39 0.64650 1.77321 -4.17569  0.089
H40 -0.18360 3.33741 -4.32348  0.092
C25 0.02639 0.64810 4.10193  -0.250
P1 0.40552 -0.47774 2.69540  0.878
C26 -0.52247 -1.96957 3.24195  -0.229
C27 2.12031 -1.01038 3.08540  -0.373
C28 3.03193 -0.15599 3.70691  -0.125
C29 4.31408 -0.59063 4.01783  -0.072
C30 4.70917 -1.88380 3.70099  -0.080
C31 3.81837 -2.73555 3.05892  -0.080
C32 2.53430 -2.29984 2.75116  -0.106
H41 0.81461 0.59188 4.84907  0.044
H42 -0.90359 0.32693 4.56571  0.028
H43 -0.07516 1.67667 3.76349  0.005
H44 -0.18512 -2.26918 4.23307  0.064
H45 -0.37842 -2.79417 2.54375  0.035
H46 -1.58939 -1.73968 3.26931  0.035
H47 2.74691 0.86412 3.94145  0.082
H48 5.00638 0.08490 4.50791  0.110
H49 5.70747 -2.22745 3.95149  0.110
H50 4.12186 -3.74483 2.79708  0.112
H51 1.85442 -2.98039 2.24740  0.092
S1 1.62427 2.43190 1.46886  0.685
C33 1.44165 4.10666 1.54233  -0.827
N7 1.52024 4.95638 0.50867  0.027
C34 1.43520 6.37143 0.89253  -0.111
C35 1.10684 6.27797 2.39713  -0.111
N8 1.20511 4.83315 2.64271  0.025
H52 1.81760 4.63646 -0.39354  0.133
H53 0.65497 6.88288 0.34089  0.115
H54 2.37508 6.88526 0.71301  0.118
H55 0.10911 6.64711 2.61580  0.116
H56 1.81703 6.83136 3.00318  0.117
H57 1.10201 4.40158 3.54246  0.136

Force components x, y, z for each atom (eV/Å):
0.4 1.9 0.5
0.0 0.1 0.1
0.0 -0.1 0.1
0.0 0.2 -0.2
-0.1 -0.2 0.0
-0.6 -0.3 -1.5
0.0 0.0 0.3
0.0 0.1 0.0
0.0 0.1 -0.2
-0.6 -0.8 0.3
-0.1 -0.1 0.0
-0.1 0.0 0.1
0.0 0.1 0.0
0.0 0.0 -0.1
0.1 0.0 0.1
0.0 0.0 0.0
-0.1 0.1 0.0
-0.1 0.0 0.0
-0.2 0.2 0.0
0.9 -1.3 -0.1
-0.2 -0.1 -0.2
0.4 0.0 0.1
-0.2 0.1 -0.1
0.0 0.1 -0.1
0.0 0.0 0.0
0.0 -0.1 -0.1
0.1 -0.1 0.0
0.1 0.0 0.0
0.0 0.0 0.0
-0.1 0.1 0.0
0.1 0.0 -0.1
0.0 0.1 -0.1
0.0 0.0 0.0
0.0 0.0 0.0
0.0 0.0 0.0
0.1 0.0 0.2
0.1 0.2 0.1
0.2 0.0 -0.1
0.0 0.0 0.0
-0.1 0.1 0.0
0.0 0.0 0.1
0.0 0.0 0.0
0.0 -0.1 0.0
0.0 0.0 0.0
0.1 0.1 0.0
0.0 0.0 0.1
0.0 -0.1 0.0
0.0 0.1 0.1
0.0 0.0 0.0
0.0 0.0 0.0
-0.2 0.1 0.0
0.0 0.0 0.0
0.1 0.0 0.1
0.0 0.0 0.0
0.0 0.0 0.0
-0.1 -0.1 0.0
-0.1 0.1 0.1
0.1 0.1 0.1
-0.1 0.1 -0.1
-0.1 -0.1 0.0
0.0 0.0 -0.1
-0.1 -0.1 0.0
0.0 0.1 -0.1
0.1 0.0 -0.1
0.0 0.0 0.1
0.0 -0.1 0.0
-0.1 0.0 0.1
0.0 -0.1 0.0
0.0 0.0 0.0
0.1 0.0 0.1
-0.1 0.1 0.0
0.0 -0.1 0.0
-0.1 0.0 -0.1
0.4 -0.5 0.9
0.0 0.0 -0.1
0.0 0.0 0.0
0.0 0.0 0.0
0.0 0.0 0.0
0.0 0.0 0.0
-0.1 0.0 0.0
0.0 -0.1 0.0
0.0 0.0 0.0
0.0 0.0 0.0
0.0 0.0 0.0
0.0 0.0 0.0
0.0 0.0 0.0
0.0 0.0 0.0
0.0 -0.1 0.0
-0.1 0.0 0.0
-0.1 0.0 0.0
0.0 0.1 0.0
0.1 0.1 0.0
0.0 0.2 0.1
-0.1 0.2 -0.1
0.0 0.2 -0.2
0.0 -0.4 0.1
0.1 -0.4 -0.1
0.0 0.2 0.2
0.0 0.0 -0.1
-0.1 0.0 -0.1
0.1 0.0 0.0
-0.1 0.0 0.0
0.1 0.0 0.1
0.0 0.0 0.0

Charge = +1
2S+1 = 4
HOMO-LUMO gap (spin up / spin down) = 8.3 / 9.1 eV
HOMO (spin up / spin down) = -10.049 / -10.905 eV

---

no.,E (eV),M (u)
1,-280204.5402,1002.6
2,-95630.1943,714.7